The following is a DFT calculation (ωB97M-V with the def2-TZVPD basis set) of a 2-piece molecular cluster, C5H8N2 overall at a distorted geometry.

Structure (ORCA input):
```
! RIJCOSX wB97M-V def2-TZVPD def2/J DEFGRID3
* xyz 0 1
N -1.3625 -2.1731 -1.0311
N 0.3158 -1.7455 1.3245
C -0.6187 -0.9549 -1.4731
C -1.8230 -0.7852 -1.1412
C 0.8488 -0.7316 0.9847
C 0.7783 1.6459 0.9713
C 1.5204 0.3598 0.8260
H -1.6880 -2.7832 -1.7184
H 0.2291 2.1643 0.1261
H 0.0746 1.6181 1.6999
H 2.6007 0.2517 0.5104
H -0.2580 -2.4906 0.9342
H 1.5289 2.4489 1.3964
H 0.3970 -0.7378 -1.6623
H -2.7464 -0.2445 -1.2219
*
```

* electronic energy: -8288.8817 eV
* HOMO-LUMO gap: 8.77 eV
* SMILES string: C1=CN1.CC=C=N
* HOMO energy: -7.72 eV
* energy relative to the best compared isomer or geometry (same formula, charge and spin): 141.0 kcal per mole
* LUMO: 1.047 eV